# C2H3FO3S

A structure of composition C2H3FO3S at a distorted geometry (wB97M-V/def2-TZVPD, the OMol25 dataset).

Computed properties:
- relative energy (zero: lowest compared OMol25 entry of this formula, charge and spin) (kJ/mol) = 615.91
- E (eV) = -21810.7504
- largest force on an atom (eV/A) = 6.9
- HOMO (eV) = -10.41

The geometry in XYZ format:
```
10
Properties=species:S:1:pos:R:3:mulliken_charge:R:1
C 0.17156 0.54942 0.11553 -0.4287
C 0.18952 -0.73380 0.15186 -0.1758
O 1.88696 -0.90205 2.22079 -0.4770
O 1.62629 -2.99076 0.76824 -0.4398
O 2.60501 -0.58689 -0.55336 -0.2755
F 3.54690 -1.51901 -1.01364 -0.1717
S 1.49321 -1.63596 1.02989 1.1174
H -0.35746 1.02337 -0.67174 0.2539
H 0.53419 1.11753 0.93308 0.2849
H -0.14496 -1.27033 -0.71328 0.3124
```

***

# C29H53BN7O5ReS3

A structure of composition C29H53BN7O5ReS3 at a distorted geometry (wB97M-V/def2-TZVPD, the OMol25 dataset).

Computed properties:
- relative energy (zero: lowest compared OMol25 entry of this formula, charge and spin) (kJ/mol) = 116.78
- E (eV) = -86892.7319
- net charge = +3
- largest force on an atom (eV/A) = 2.4
- 2S+1 = 2
- HOMO (spin up / spin down) (eV) = -15.35 / -15.19

The geometry in XYZ format:
```
99
Properties=species:S:1:pos:R:3:mulliken_charge:R:1
Re -0.58535 0.43524 -0.78782 3.0977
C 1.06041 -1.37762 -3.61358 -1.1634
O -0.06432 -0.61723 -3.19491 0.1952
C -0.93839 -0.31546 -4.27512 -0.8292
C -1.73227 0.93227 -3.91462 -0.4567
O -2.32204 0.73698 -2.64453 -0.3210
C -3.23061 1.76148 -2.27432 -0.4310
C -4.05373 1.20450 -1.12607 -0.9056
O -3.15433 0.74410 -0.12383 0.1260
C -3.84566 -0.05001 0.82761 -0.8505
H 0.75664 -2.17631 -4.29274 0.5289
H 1.51713 -1.81027 -2.72548 0.1804
H 1.79323 -0.74547 -4.12346 0.3462
H -1.61584 -1.16189 -4.44925 0.3390
H -0.36527 -0.11096 -5.18776 0.5329
H -2.51441 1.11077 -4.66028 0.6503
H -1.05565 1.79760 -3.87701 -0.1869
H -3.87894 2.01707 -3.11874 0.6403
H -2.68223 2.65586 -1.94947 -0.0316
H -4.66220 0.36553 -1.48906 0.4342
H -4.71678 1.97845 -0.71741 0.4018
H -4.35699 -0.88931 0.34345 0.4389
H -4.58607 0.55999 1.35433 0.2542
H -3.11356 -0.43173 1.53518 0.0776
C -0.05957 -5.77687 -2.41614 -2.2071
C -0.76018 -4.62657 -1.69780 1.0718
C -1.37718 -3.70734 -2.75177 -1.1853
C -1.83443 -5.18301 -0.75888 -1.5964
N 0.21283 -3.90517 -0.84599 0.6601
C 1.41911 -4.41225 -0.45828 -0.8130
C 1.91757 -3.60109 0.50980 -1.1042
N 1.02789 -2.58767 0.72305 0.8518
B 1.16969 -1.68332 1.97152 0.1491
N 2.20877 -0.55720 1.75635 0.2461
C 3.11878 -0.27654 2.73334 -1.2583
C 4.04161 0.57483 2.22152 -0.5779
N 3.70474 0.82509 0.92288 0.7142
C 2.57130 0.14591 0.66315 -0.0868
S 1.75705 0.00738 -0.86624 -0.3340
C 4.53910 1.74425 0.11853 1.3042
C 5.98148 1.23043 0.13990 -1.6057
C 4.40747 3.12040 0.77655 -1.5315
C 4.07750 1.82731 -1.32991 -2.0880
N -0.17432 -1.14098 2.53746 0.6879
C -0.79410 -1.84258 3.53393 -1.1805
C -1.64198 -1.00830 4.18244 -0.6288
N -1.56158 0.21945 3.58400 1.0024
C -0.68932 0.10606 2.55894 -0.6566
S -0.28010 1.32549 1.38658 -0.1709
C -2.20212 1.40345 4.21177 1.3399
C -3.71995 1.18658 4.29629 -1.5142
C -1.60611 1.53039 5.62033 -1.6313
C -1.90372 2.69059 3.45637 -2.2901
C 0.00866 -2.78087 -0.13068 -0.2498
S -1.35426 -1.72334 -0.23907 -0.1240
H -0.75096 -6.19815 -3.13826 0.4333
H 0.21811 -6.56915 -1.72924 0.5417
H 0.81906 -5.43751 -2.95893 0.4829
H -2.25395 -4.19631 -3.16724 0.5913
H -0.67123 -3.53360 -3.55682 0.1982
H -1.69112 -2.75277 -2.33474 0.1842
H -2.50181 -5.82773 -1.32160 0.5326
H -2.42000 -4.38715 -0.30552 0.2822
H -1.38232 -5.77876 0.03080 0.3795
H 1.83935 -5.30547 -0.86882 0.6419
H 2.82208 -3.69281 1.07435 0.7542
H 1.60783 -2.38318 2.81658 -0.1207
H 3.06782 -0.71710 3.70797 0.7507
H 4.91401 0.98740 2.68604 0.6340
H 6.42079 1.24997 1.13149 0.4156
H 6.58928 1.86545 -0.49806 0.4606
H 6.03755 0.21542 -0.24697 0.3721
H 4.73967 3.10637 1.80960 0.4155
H 3.36808 3.44030 0.75254 0.2571
H 5.01541 3.84166 0.24094 0.4736
H 4.15276 0.86679 -1.83386 0.4306
H 4.72208 2.52988 -1.85110 0.6380
H 3.05792 2.19271 -1.38735 0.2368
H -0.57539 -2.87296 3.72267 0.7592
H -2.26884 -1.20249 5.02802 0.6518
H -3.98627 0.13443 4.35072 0.4041
H -4.22987 1.62562 3.44254 0.2810
H -4.10075 1.67029 5.19149 0.4483
H -1.92099 0.72350 6.27410 0.4611
H -1.94351 2.46541 6.05766 0.5053
H -0.51923 1.55074 5.58672 0.3218
H -2.28779 2.66311 2.43987 0.3383
H -0.83634 2.90390 3.44050 0.5134
H -2.39708 3.50219 3.98596 0.6021
N -0.07614 4.91375 -2.98214 -0.0963
C 0.71577 4.70374 -1.74114 -1.1119
C 0.54520 3.27691 -1.13411 0.4353
O 1.25168 2.97889 -0.19225 -0.4818
O -0.32031 2.54239 -1.69242 -1.0642
H 0.04729 5.87279 -3.33547 0.4196
H -1.07518 4.75538 -2.78553 0.2995
H 0.21546 4.25109 -3.71449 0.3329
H 0.40754 5.42604 -0.98250 0.3475
H 1.77696 4.86095 -1.93706 0.3861
```

***

# C25H27N3O

An isolated molecule of C25H27N3O (wB97M-V/def2-TZVPD, the OMol25 dataset).

Computed properties:
- relative energy (zero: lowest compared OMol25 entry of this formula, charge and spin) (kJ/mol) = 0.00
- structure (SMILES) = Cc1cccc(-c2cccc(NC(=O)[C@@H]3CCCN(Cc4cccnc4)C3)c2)c1
- E (eV) = -32882.4507
- largest force on an atom (eV/A) = 0.5
- HOMO (eV) = -8.25

The geometry in XYZ format:
```
56
Properties=species:S:1:pos:R:3:mulliken_charge:R:1
C 4.53425 1.92886 -0.22122 -1.3536
C 4.43330 0.46660 0.09433 0.7216
C 5.51257 -0.23148 0.61888 -0.6724
C 5.40471 -1.58423 0.89340 -0.7565
C 4.22290 -2.25550 0.64640 -0.7707
C 3.12628 -1.57634 0.11916 0.3699
C 1.86019 -2.28115 -0.13515 0.2620
C 1.84864 -3.58340 -0.63265 -0.7831
C 0.64944 -4.23808 -0.84353 -0.7209
C -0.55826 -3.61973 -0.57311 -0.6305
C -0.56134 -2.31629 -0.08682 -0.0037
N -1.73260 -1.61039 0.19657 0.3759
C -2.98876 -2.08134 0.38239 0.2663
O -3.33335 -3.23646 0.24790 -0.6992
C -4.00292 -1.00226 0.78468 0.6087
C -4.78663 -0.54880 -0.45499 -1.2445
C -3.92242 0.35226 -1.33000 -0.5942
C -3.37210 1.50987 -0.50290 -0.9687
N -2.56460 0.98730 0.58943 0.5230
C -1.79584 2.01889 1.26033 -1.4789
C -0.68697 2.56772 0.40086 0.7361
C -0.16925 1.88515 -0.69432 0.3421
C 0.86330 2.45608 -1.42095 -0.5239
C 1.35247 3.68859 -1.01780 -0.4107
N 0.87445 4.34464 0.02597 -0.6348
C -0.11567 3.80082 0.70672 -0.8610
C -3.40085 0.21257 1.49744 -1.4490
C 0.64678 -1.65883 0.12944 -0.2444
C 3.25031 -0.21694 -0.14970 -0.3539
H 4.57166 2.07771 -1.30046 0.3260
H 5.43221 2.35982 0.21388 0.3726
H 3.66690 2.46672 0.15811 0.2267
H 6.44085 0.28552 0.81576 0.3681
H 6.24873 -2.11683 1.30741 0.3758
H 4.13889 -3.30556 0.88370 0.5269
H 2.78075 -4.07436 -0.86858 0.5354
H 0.65142 -5.24723 -1.22855 0.3946
H -1.49160 -4.13435 -0.72657 0.5199
H -1.62642 -0.60458 0.33830 -0.3424
H -4.69928 -1.49799 1.46905 0.4613
H -5.11831 -1.42435 -1.01444 0.4537
H -5.67285 0.00372 -0.13211 0.4381
H -3.09261 -0.22143 -1.74624 0.2444
H -4.51166 0.74647 -2.15918 0.4251
H -2.74802 2.15468 -1.12537 0.5387
H -4.20767 2.11888 -0.11484 0.3421
H -1.34302 1.57336 2.15493 0.3635
H -2.43394 2.85356 1.60125 0.4737
H -0.57128 0.92567 -0.98345 0.4840
H 1.27652 1.95310 -2.28190 0.3519
H 2.15799 4.17763 -1.54911 0.4380
H -0.47619 4.38050 1.54777 0.3985
H -2.79030 -0.12162 2.34210 0.4407
H -4.22384 0.82926 1.90017 0.4558
H 0.63900 -0.65821 0.53946 0.8902
H 2.41402 0.32184 -0.57181 0.4455
```

***

# C26H38O21

A cluster of 7 separate species, C26H38O21 in total at a distorted geometry (wB97M-V/def2-TZVPD, the OMol25 dataset).

Computed properties:
- relative energy (zero: lowest compared OMol25 entry of this formula, charge and spin) (kJ/mol) = 0.00
- structure (SMILES) = C[C@H]1COC(=O)O1.C[C@H]1COC(=O)O1.C[C@H]1COC(=O)O1.C[C@H]1COC(=O)O1.C[C@H]1COC(=O)O1.O=C1OCCO1.O=C1OCCO1
- E (eV) = -70577.5386
- largest force on an atom (eV/A) = 1.3
- HOMO (eV) = -10.81

The geometry in XYZ format:
```
85
Properties=species:S:1:pos:R:3:mulliken_charge:R:1
C 1.68764 -0.12267 -3.63469 -1.2498
C 1.06061 -0.80658 -4.83808 0.5589
C 1.58074 -0.18758 -6.15715 -0.4557
O 2.35107 -1.22902 -6.75372 -0.3328
C 2.40604 -2.30456 -5.94187 0.6003
O 3.07799 -3.26681 -6.11728 -0.5300
O 1.53916 -2.15632 -4.90984 -0.2872
H 1.44496 -0.65553 -2.71544 0.0372
H 1.38723 0.92757 -3.59370 0.4368
H 2.78098 -0.07808 -3.68474 0.3738
H -0.01740 -0.79168 -4.69753 0.2792
H 2.25324 0.64389 -5.96026 0.2484
H 0.77505 0.10405 -6.82723 0.3285
C 0.12144 -2.12378 6.48754 -1.5497
C -0.02942 -1.34050 5.19936 0.4113
C 0.70402 -2.00200 4.00787 0.0892
O -0.35970 -2.46866 3.17569 -0.2730
C -1.52298 -1.90772 3.56255 0.6792
O -2.55771 -2.01902 2.98694 -0.4861
O -1.39278 -1.32757 4.77162 -0.3731
H -0.46754 -1.65840 7.27748 0.3840
H 1.16240 -2.18510 6.80081 0.3858
H -0.24282 -3.14357 6.34000 0.3568
H 0.29579 -0.31233 5.35292 0.3295
H 1.28484 -2.86910 4.31047 0.4122
H 1.32542 -1.28043 3.47622 -0.3051
C 4.94847 2.64676 2.64049 -1.4526
C 4.96418 1.14326 2.49483 1.1027
C 5.22207 0.66763 1.06028 -0.1649
O 6.54283 0.13791 1.08894 -0.3845
C 6.97948 0.05341 2.37189 0.5375
O 8.00347 -0.46098 2.68421 -0.5314
O 6.10389 0.62399 3.21651 -0.4286
H 5.93399 3.04696 2.38492 0.4088
H 4.78585 2.92440 3.68318 0.3476
H 4.17826 3.13155 2.04886 0.3389
H 4.07572 0.70419 2.93937 -0.1923
H 5.15721 1.48736 0.34743 0.2837
H 4.52279 -0.11716 0.76972 0.1274
C -1.37022 0.66849 -0.13080 -1.3376
C -0.42760 0.32328 0.97696 2.1280
C 0.96137 -0.22810 0.59106 -0.0099
O 1.87974 0.49055 1.40341 -0.1683
C 1.26261 1.57773 1.93515 0.4807
O 1.82118 2.39331 2.60168 -0.5501
O -0.03073 1.57831 1.61856 -0.4841
H -1.59571 -0.24856 -0.68050 0.1228
H -0.92034 1.32688 -0.87623 0.2908
H -2.29679 1.09853 0.23782 0.3939
H -0.85435 -0.36481 1.70328 -1.3193
H 1.14861 -0.11602 -0.48062 -0.0907
H 1.06212 -1.28697 0.81816 0.4379
C -2.17562 4.08970 -1.09261 -1.3802
C -2.22820 5.52876 -1.50563 0.4586
C -3.51490 6.02027 -2.15361 -0.4554
O -3.65352 7.34772 -1.65451 -0.3382
C -2.83975 7.51512 -0.58147 0.6153
O -2.77972 8.51119 0.06012 -0.5229
O -2.12559 6.39585 -0.34478 -0.3535
H -3.08129 3.73785 -0.59560 0.3291
H -1.37006 3.97963 -0.36057 0.3264
H -1.96082 3.38212 -1.89275 0.3949
H -1.34939 5.81452 -2.09069 0.3017
H -4.38653 5.44650 -1.83919 0.3299
H -3.40420 6.01923 -3.23582 0.2975
O -0.92351 -2.55948 -0.07128 -0.1305
C -0.91929 -3.22923 -1.05135 0.2791
O -1.01868 -4.57881 -1.06548 -0.3693
C -1.25494 -5.00312 -2.40773 -0.3993
C -0.84652 -3.79927 -3.26241 -0.2472
O -0.61857 -2.77367 -2.28530 -0.2161
H -0.74950 -5.94973 -2.57799 0.2989
H -2.32273 -5.20495 -2.53560 0.2203
H -1.65282 -3.51591 -3.93426 0.2731
H 0.08212 -3.90730 -3.81662 0.3003
O -4.61110 0.21760 -0.73281 -0.5696
C -4.65940 -0.83971 -0.18824 0.5923
O -3.88336 -1.89375 -0.49331 -0.1749
C -4.23821 -3.01590 0.29277 -0.1504
C -5.31278 -2.48137 1.24952 -0.3395
O -5.50326 -1.12859 0.82236 -0.3624
H -4.67406 -3.78544 -0.34780 0.3889
H -3.41123 -3.45818 0.84321 0.1802
H -5.07325 -2.47821 2.31096 0.1887
H -6.24569 -3.04383 1.17195 0.2788
```

***

# C4H7N

A cluster of 2 separate species, C4H7N in total at a distorted geometry (wB97M-V/def2-TZVPD, the OMol25 dataset).

Computed properties:
- relative energy (zero: lowest compared OMol25 entry of this formula, charge and spin) (kJ/mol) = 477.18
- E (eV) = -5746.4712
- largest force on an atom (eV/A) = 4.3
- HOMO (eV) = -9.77

The geometry in XYZ format:
```
12
Properties=species:S:1:pos:R:3:mulliken_charge:R:1
C 2.13321 -0.35757 0.05172 -0.2675
C 0.77249 -0.20845 -0.40198 0.0439
C -1.51914 0.64406 0.06671 -0.9329
C -0.50673 -0.41865 0.41577 -0.3410
N 1.84901 0.84412 0.04352 -0.3702
H 3.07202 -0.94750 0.35094 0.2825
H 0.53261 -0.43238 -2.07582 0.1748
H -2.60953 0.63042 0.65794 0.2606
H -1.76367 0.46515 -0.98164 0.3037
H -1.14341 1.70323 0.28506 0.2859
H -0.75381 -1.48308 0.20539 0.2074
H -0.06304 -0.43934 1.38239 0.3530
```

***

# C4H6O2

An isolated molecule of C4H6O2 at a distorted geometry (wB97M-V/def2-TZVPD, the OMol25 dataset).

Computed properties:
- relative energy (zero: lowest compared OMol25 entry of this formula, charge and spin) (kJ/mol) = 416.43
- structure (SMILES) = OCC#CCO
- E (eV) = -8336.1452
- largest force on an atom (eV/A) = 1.4
- HOMO (eV) = -9.49

The geometry in XYZ format:
```
12
Properties=species:S:1:pos:R:3:mulliken_charge:R:1
O 0.97869 1.10017 0.51402 -0.5433
C 1.86273 0.17753 -0.18838 -0.1195
C 0.99286 -0.84642 -0.81627 -0.4373
C -0.17956 -0.65638 -0.50169 0.2305
C -1.58162 -0.49491 -0.21237 -0.3080
O -2.18556 0.68471 -0.67970 -0.4960
H 0.70213 0.72056 1.36080 0.3065
H 2.59815 -0.26635 0.49162 0.2541
H 2.38072 0.77997 -0.93986 0.2492
H -1.97696 -1.41119 -0.66973 0.2374
H -1.78550 -0.54130 0.86293 0.2808
H -1.87128 0.85212 -1.57709 0.3456
```

***

Question: What is the largest force on an atom in the first record?
Answer: 6.9 eV/A

***

Question: Which of these has the lowest E?
Answer: C29H53BN7O5ReS3